No. 1
# C61H87N8NbO4P

C61H87N8NbO4P as an isolated structure (wB97M-V/def2-TZVPD, OMol25).

Computed properties:
Net charge: -1
Lowest unoccupied orbital energy: 1.935 eV
Spin multiplicity: 1
F_max: 0.928 eV/Å
E: -3513.653843 Ha

Last column: Löwdin charge in e.
Geometry (Å):
C -2.267 5.696 0.015  -0.065
C -1.485 5.119 -1.161  -0.294
O -2.354 4.437 -2.026  -0.149
C -2.008 4.443 -3.385  -0.179
C -1.425 3.087 -3.857  -0.222
O -1.146 2.293 -2.739  -0.300
C -0.665 0.975 -3.074  -0.328
Nb 0.887 0.040 -1.655  1.663
C 0.295 -2.029 -2.391  -0.293
C 2.486 -0.830 -0.294  -0.326
C 2.034 -1.999 0.616  -0.277
C 1.762 -1.548 2.029  -0.267
O 3.001 -1.295 2.727  -0.095
C 2.370 0.022 -3.412  -0.350
C 3.758 0.604 -3.096  -0.339
C 4.927 -0.110 -3.803  -0.220
C 6.257 0.568 -3.435  -0.292
N 6.786 0.136 -2.132  -0.008
C -0.631 -0.278 0.009  -0.283
C -2.068 0.135 -0.286  -0.431
C -2.312 1.608 0.042  -0.048
O -2.943 -0.684 0.567  -0.137
C -4.031 -1.214 -0.136  -0.208
C -5.014 -0.175 -0.632  -0.210
C -5.332 -0.079 -1.988  -0.030
C -6.216 0.919 -2.420  -0.078
C -6.765 1.807 -1.493  -0.097
C -6.462 1.704 -0.133  -0.092
C -5.576 0.714 0.296  -0.056
P 1.433 2.467 -0.967  0.792
C 1.846 3.492 -2.473  -0.347
C 2.978 2.595 0.064  -0.509
C 2.650 2.219 1.530  -0.194
H -2.307 4.989 0.837  0.065
H -3.270 5.957 -0.306  0.072
H -1.756 6.584 0.380  0.065
H -0.951 5.929 -1.665  0.108
H -0.723 4.441 -0.767  0.069
H -1.305 5.240 -3.624  0.108
H -2.934 4.620 -3.931  0.112
H -2.137 2.575 -4.513  0.114
H -0.495 3.253 -4.410  0.105
H -0.195 1.033 -4.062  0.035
H -1.525 0.303 -3.200  0.045
H -0.145 -2.022 -3.387  -0.018
H 1.180 -2.668 -2.357  -0.017
H -0.426 -2.464 -1.698  -0.028
H 3.247 -1.229 -0.973  0.039
H 3.009 -0.121 0.350  -0.002
H 2.836 -2.739 0.692  0.101
H 1.159 -2.516 0.231  0.070
H 1.211 -2.307 2.588  0.110
H 1.160 -0.644 2.045  0.085
H 2.897 -0.446 3.156  0.068
H 1.982 0.547 -4.286  0.024
H 2.501 -1.016 -3.736  0.023
H 3.991 0.605 -2.031  0.052
H 3.790 1.629 -3.460  0.084
H 4.933 -1.144 -3.459  0.099
H 4.760 -0.055 -4.877  0.102
H 6.029 1.629 -3.349  0.098
H 7.001 0.451 -4.221  0.087
H 6.413 0.731 -1.406  0.025
H 6.406 -0.775 -1.908  0.047
H -0.293 0.332 0.852  0.031
H -0.673 -1.310 0.355  0.042
H -2.361 -0.109 -1.304  0.097
H -2.737 1.659 1.041  0.082
H -2.998 2.074 -0.660  0.072
H -1.394 2.187 0.014  0.032
H -3.677 -1.814 -0.981  0.123
H -4.548 -1.912 0.525  0.105
H -4.882 -0.756 -2.696  0.109
H -6.451 1.012 -3.468  0.093
H -7.429 2.592 -1.820  0.091
H -6.873 2.386 0.594  0.099
H -5.281 0.600 1.328  0.117
H 2.876 3.831 -2.411  0.021
H 1.712 2.911 -3.379  -0.001
H 1.190 4.358 -2.531  0.001
H 3.788 1.950 -0.270  0.031
H 3.295 3.634 0.061  0.053
H 1.782 1.567 1.576  0.024
H 3.488 1.668 1.962  0.051
H 2.488 3.100 2.142  0.061
N 7.024 -0.104 0.850  0.048
C 8.212 -0.426 1.362  -0.170
C 8.389 -1.412 2.320  -0.080
C 7.273 -2.111 2.764  -0.078
C 6.034 -1.797 2.230  -0.056
C 5.968 -0.788 1.284  -0.125
H 9.058 0.138 0.981  0.106
H 9.377 -1.631 2.703  0.095
H 7.371 -2.891 3.508  0.101
H 5.132 -2.309 2.528  0.088
H 5.015 -0.520 0.843  0.085
N 7.343 5.295 1.218  0.061
C 7.322 3.969 1.092  -0.135
C 7.602 3.096 2.134  -0.056
C 7.920 3.629 3.372  -0.076
C 7.947 5.008 3.520  -0.075
C 7.650 5.788 2.415  -0.181
H 7.068 3.588 0.109  0.107
H 7.565 2.030 1.971  0.067
H 8.143 2.980 4.210  0.104
H 8.190 5.468 4.468  0.099
H 7.661 6.870 2.484  0.082
N -9.818 -0.521 2.448  0.053
C -10.063 -1.334 3.474  -0.168
C -9.162 -2.280 3.938  -0.082
C -7.938 -2.394 3.298  -0.077
C -7.666 -1.559 2.227  -0.069
C -8.635 -0.641 1.848  -0.141
H -11.033 -1.216 3.947  0.097
H -9.415 -2.912 4.779  0.096
H -7.209 -3.124 3.625  0.107
H -6.724 -1.611 1.697  0.083
H -8.455 0.032 1.017  0.094
N -1.809 -4.877 -3.839  0.062
C -2.169 -5.598 -2.780  -0.154
C -1.451 -6.686 -2.308  -0.077
C -0.294 -7.050 -2.977  -0.091
C 0.095 -6.311 -4.083  -0.080
C -0.692 -5.237 -4.468  -0.162
H -3.081 -5.281 -2.283  0.096
H -1.791 -7.230 -1.438  0.096
H 0.297 -7.893 -2.641  0.099
H 0.993 -6.557 -4.634  0.096
H -0.419 -4.627 -5.321  0.102
N 4.260 9.170 2.879  0.053
C 4.034 10.321 2.251  -0.165
C 4.708 10.717 1.106  -0.082
C 5.674 9.870 0.586  -0.081
C 5.924 8.668 1.226  -0.072
C 5.190 8.367 2.366  -0.152
H 3.271 10.955 2.690  0.099
H 4.479 11.663 0.635  0.096
H 6.222 10.141 -0.308  0.103
H 6.665 7.976 0.850  0.083
H 5.348 7.435 2.895  0.095
N -5.658 -5.028 -0.031  0.065
C -5.941 -6.300 0.247  -0.160
C -7.234 -6.777 0.411  -0.075
C -8.288 -5.888 0.275  -0.085
C -8.010 -4.562 -0.016  -0.074
C -6.682 -4.187 -0.158  -0.158
H -5.088 -6.960 0.352  0.080
H -7.405 -7.820 0.640  0.097
H -9.311 -6.221 0.396  0.101
H -8.800 -3.831 -0.126  0.102
H -6.418 -3.158 -0.382  0.091
N -3.774 -7.974 2.384  0.052
C -3.261 -6.913 3.003  -0.144
C -2.803 -6.937 4.312  -0.068
C -2.883 -8.127 5.016  -0.084
C -3.416 -9.241 4.385  -0.080
C -3.844 -9.111 3.073  -0.158
H -3.218 -6.001 2.417  0.109
H -2.393 -6.044 4.764  0.103
H -2.536 -8.187 6.040  0.103
H -3.499 -10.189 4.897  0.097
H -4.266 -9.958 2.543  0.101

=====

No. 2
# C61H97N5O9

A 14-piece molecular cluster, C61H97N5O9 overall at a distorted geometry (wB97M-V/def2-TZVPD, OMol25).

Computed properties:
Net charge: 0
Lowest unoccupied orbital energy: 0.039 eV
Relative energy (zero: lowest compared OMol25 entry of this formula, charge and spin): 141.39 kcal/mol
Spin multiplicity: 1
F_max: 2.880 eV/Å
E: -3333.101844 Ha

Last column: Löwdin charge in e.
Geometry (Å):
C -1.019 -0.644 8.834  -0.185
C -0.098 -1.388 7.920  -0.182
C 1.333 -1.015 8.490  -0.175
O 1.058 -0.518 9.784  -0.154
C -0.297 -0.573 10.194  -0.182
H -1.977 -1.161 8.788  0.110
H -1.133 0.319 8.336  0.113
H -0.125 -1.182 6.850  0.103
H -0.325 -2.454 7.889  0.100
H 1.731 -0.187 7.903  0.111
H 2.023 -1.859 8.481  0.110
H -0.627 0.294 10.765  0.116
H -0.479 -1.459 10.802  0.113
C 3.814 -8.245 2.178  -0.181
C 2.745 -9.290 2.070  -0.198
C 1.867 -8.750 1.006  -0.202
O 1.795 -7.349 1.402  -0.163
C 3.129 -6.918 1.764  -0.167
H 4.664 -8.486 1.540  0.108
H 4.269 -8.116 3.160  0.106
H 2.165 -9.457 2.978  0.121
H 3.309 -10.173 1.768  0.115
H 0.874 -9.193 1.076  0.117
H 2.186 -8.904 -0.025  0.120
H 3.073 -6.182 2.566  0.115
H 3.567 -6.532 0.844  0.110
C -4.609 -5.970 2.546  -0.201
C -4.599 -7.378 3.036  -0.181
C -3.646 -7.330 4.270  -0.217
O -4.020 -6.119 4.863  -0.138
C -4.707 -5.288 3.873  -0.187
H -5.409 -5.863 1.814  0.117
H -3.709 -5.649 2.022  0.115
H -4.210 -8.192 2.423  0.111
H -5.599 -7.642 3.380  0.116
H -2.586 -7.327 4.014  0.113
H -3.777 -8.178 4.942  0.114
H -4.142 -4.358 3.805  0.118
H -5.772 -5.187 4.079  0.120
C 6.477 -4.371 -4.537  -0.166
C 5.927 -5.422 -5.487  -0.184
C 5.381 -6.500 -4.570  -0.237
O 6.234 -6.476 -3.484  -0.126
C 7.017 -5.288 -3.465  -0.210
H 5.639 -3.769 -4.185  0.114
H 7.269 -3.746 -4.950  0.115
H 6.646 -5.827 -6.200  0.114
H 5.094 -4.987 -6.041  0.107
H 5.334 -7.519 -4.952  0.125
H 4.384 -6.142 -4.313  0.114
H 8.046 -5.546 -3.716  0.116
H 7.048 -4.821 -2.481  0.118
C -8.053 7.266 1.965  -0.184
C -8.055 5.984 1.126  -0.165
C -6.575 5.808 0.799  -0.202
O -5.985 7.104 0.905  -0.125
C -6.966 8.020 1.350  -0.263
H -7.547 7.047 2.905  0.118
H -8.949 7.857 2.151  0.123
H -8.638 6.149 0.219  0.110
H -8.457 5.111 1.640  0.110
H -6.601 5.397 -0.210  0.114
H -6.134 5.106 1.506  0.116
H -7.332 8.484 0.434  0.121
H -6.465 8.734 2.003  0.128
C -0.046 -0.684 0.262  -0.209
C 0.701 -0.616 -1.002  -0.168
C -0.187 0.269 -1.931  -0.176
O -0.999 1.003 -1.008  -0.134
C -1.311 0.086 0.032  -0.225
H 0.400 -0.219 1.141  0.115
H -0.225 -1.732 0.502  0.114
H 0.849 -1.604 -1.438  0.111
H 1.646 -0.093 -0.849  0.111
H -0.816 -0.203 -2.686  0.116
H 0.523 0.945 -2.408  0.112
H -2.052 -0.637 -0.307  0.109
H -1.844 0.475 0.900  0.123
C 9.564 0.415 3.147  -0.187
C 8.281 0.348 3.901  -0.179
C 7.681 -0.963 3.483  -0.206
O 8.793 -1.744 3.087  -0.133
C 9.748 -0.914 2.507  -0.230
H 10.323 0.671 3.887  0.112
H 9.592 1.214 2.407  0.112
H 7.568 1.153 3.722  0.116
H 8.516 0.383 4.965  0.114
H 6.911 -0.974 2.711  0.120
H 7.256 -1.432 4.371  0.119
H 9.573 -0.830 1.434  0.117
H 10.688 -1.433 2.694  0.126
C 1.161 6.936 -5.291  -0.185
C 1.230 7.398 -3.888  -0.227
C 0.213 8.487 -3.740  -0.164
O -0.101 8.831 -5.129  -0.134
C 0.840 8.222 -5.975  -0.240
H 0.358 6.205 -5.384  0.123
H 2.119 6.494 -5.565  0.119
H 2.185 7.807 -3.559  0.112
H 1.134 6.578 -3.176  0.115
H 0.627 9.335 -3.194  0.118
H -0.650 8.010 -3.277  0.119
H 1.713 8.863 -6.097  0.122
H 0.382 8.011 -6.941  0.122
C 8.790 5.351 -2.565  -0.194
C 8.073 4.381 -3.433  -0.187
C 7.136 3.714 -2.404  -0.202
O 6.828 4.730 -1.448  -0.147
C 7.646 5.899 -1.680  -0.179
H 9.255 6.168 -3.116  0.115
H 9.478 4.800 -1.923  0.117
H 8.786 3.781 -3.997  0.114
H 7.447 4.928 -4.138  0.113
H 7.657 2.943 -1.837  0.110
H 6.277 3.205 -2.839  0.113
H 8.084 6.281 -0.757  0.114
H 7.043 6.663 -2.171  0.114
N -3.519 -7.318 -5.897  0.038
C -3.346 -6.632 -7.067  -0.136
C -2.457 -5.546 -7.185  -0.077
C -1.735 -5.223 -6.046  -0.081
C -1.974 -5.874 -4.802  -0.077
C -2.841 -6.949 -4.764  -0.145
H -3.857 -6.992 -7.948  0.094
H -2.323 -4.984 -8.098  0.097
H -0.952 -4.480 -6.091  0.097
H -1.458 -5.538 -3.915  0.093
H -3.037 -7.520 -3.869  0.097
N -0.060 0.737 -9.014  0.039
C 1.211 1.053 -9.330  -0.155
C 1.489 2.212 -10.021  -0.079
C 0.478 3.188 -10.165  -0.073
C -0.833 2.892 -9.787  -0.066
C -1.034 1.645 -9.161  -0.151
H 1.934 0.257 -9.224  0.099
H 2.475 2.370 -10.433  0.096
H 0.732 4.151 -10.583  0.097
H -1.711 3.507 -9.913  0.096
H -1.991 1.436 -8.704  0.096
N -9.659 -0.125 -5.312  0.049
C -9.480 -1.428 -5.468  -0.150
C -8.242 -2.049 -5.200  -0.060
C -7.194 -1.215 -4.827  -0.097
C -7.353 0.136 -4.640  -0.077
C -8.613 0.594 -4.894  -0.169
H -10.309 -2.015 -5.834  0.098
H -8.054 -3.087 -5.429  0.097
H -6.244 -1.706 -4.673  0.102
H -6.518 0.790 -4.435  0.106
H -8.894 1.636 -4.851  0.101
N 1.239 4.658 5.016  0.044
C 0.771 4.934 3.799  -0.168
C -0.217 5.862 3.575  -0.086
C -0.776 6.514 4.663  -0.085
C -0.341 6.214 5.961  -0.068
C 0.635 5.210 6.107  -0.127
H 1.241 4.413 2.978  0.100
H -0.521 6.183 2.589  0.101
H -1.570 7.222 4.478  0.100
H -0.796 6.734 6.791  0.093
H 1.018 4.946 7.082  0.095
N -6.481 2.753 9.663  0.050
C -7.098 1.608 9.986  -0.150
C -7.507 0.682 9.019  -0.086
C -7.230 0.916 7.702  -0.093
C -6.536 2.071 7.339  -0.080
C -6.168 2.970 8.342  -0.131
H -7.264 1.383 11.029  0.099
H -8.081 -0.167 9.362  0.099
H -7.387 0.161 6.947  0.103
H -6.273 2.327 6.324  0.096
H -5.610 3.824 7.988  0.094